{"formula": "C33H44O15S4", "method": "ωB97M-V with the def2-TZVPD basis set", "max_force_ev_per_a": 6.008, "smiles": "CCOS(C)(=O)=O.O=S1(=O)OCCO1.O=S1(=O)OCCO1.O=S1(=O)OCCO1.c1ccccc1.c1ccccc1.c1ccccc1.c1ccccc1", "lumo_energy_ev": 0.177, "symbols": ["C", "C", "O", "S", "O", "O", "O", "H", "H", "H", "H", "C", "C", "O", "S", "O", "O", "O", "H", "H", "H", "H", "C", "C", "O", "S", "O", "O", "O", "H", "H", "H", "H", "O", "S", "O", "O", "C", "C", "C", "H", "H", "H", "H", "H", "H", "H", "H", "C", "C", "C", "C", "C", "C", "H", "H", "H", "H", "H", "H", "C", "C", "C", "C", "C", "C", "H", "H", "H", "H", "H", "H", "C", "C", "C", "C", "C", "C", "H", "H", "H", "H", "H", "H", "C", "C", "C", "C", "C", "C", "H", "H", "H", "H", "H", "H"], "xyz": [[0.20666, 0.83186, 0.85956], [-0.83645, -0.03949, 1.55196], [-2.16869, 0.43109, 1.29955], [-2.15298, 0.99876, -0.26251], [-2.80489, 2.31419, -0.38323], [-2.47964, -0.08420, -1.26321], [-0.48356, 1.26586, -0.29801], [1.11811, 0.27249, 0.64871], [0.57887, 1.69094, 1.41772], [-0.69477, -0.04486, 2.63270], [-0.82510, -1.08271, 1.23629], [0.76566, -2.08319, -4.52584], [-0.05086, -3.30625, -4.21899], [0.75600, -4.25768, -3.62932], [1.83940, -3.60943, -2.65489], [3.19231, -4.33866, -2.74434], [1.27615, -3.48821, -1.31447], [1.77535, -2.13824, -3.50954], [0.22621, -1.22848, -4.11775], [1.00293, -1.93429, -5.57923], [-0.49331, -3.66715, -5.14748], [-0.81931, -3.21529, -3.45132], [9.48721, 3.04312, 1.48537], [8.45500, 4.07855, 1.08517], [7.64050, 3.41708, 0.09816], [7.93781, 1.79786, -0.01645], [8.93975, 1.48362, -1.03493], [6.74669, 0.96804, 0.03442], [8.75444, 1.89558, 1.41258], [9.82978, 3.06696, 2.51987], [10.36773, 2.95969, 0.84832], [8.88991, 5.02276, 0.75745], [7.86960, 4.24842, 1.98881], [2.40736, -0.96183, 6.03010], [3.53841, -1.25412, 6.95921], [3.55378, -2.55516, 7.68173], [4.95293, -1.25036, 6.07409], [5.04407, -2.34256, 5.13771], [6.45668, -2.53119, 4.67370], [3.94613, 0.25632, 8.04481], [4.26924, -2.29932, 4.37227], [4.74370, -3.30406, 5.55410], [7.08625, -3.08602, 5.36933], [6.90158, -1.53945, 4.59226], [6.46835, -2.90196, 3.64876], [3.38560, 0.14246, 8.97268], [3.80964, 1.17102, 7.46792], [4.99598, 0.11165, 8.29971], [-4.05552, -4.82542, 0.17727], [-5.26539, -4.79487, -0.49434], [-5.48835, -5.66111, -1.52564], [-4.43949, -6.52080, -1.93398], [-3.25014, -6.55798, -1.23618], [-3.07415, -5.70458, -0.17295], [-3.92376, -4.22856, 1.06766], [-6.10207, -4.15093, -0.26691], [-6.46057, -5.56618, -1.98626], [-4.66186, -7.21143, -2.73397], [-2.39577, -7.18662, -1.43929], [-2.15258, -5.85025, 0.37099], [-8.22154, -0.18920, 2.55196], [-8.48235, -0.47088, 3.86344], [-9.75270, -0.29531, 4.38342], [-10.77990, 0.18208, 3.55431], [-10.55866, 0.34781, 2.21065], [-9.28822, 0.16400, 1.71510], [-7.23181, -0.28306, 2.13004], [-7.68074, -0.89840, 4.44744], [-10.00322, -0.41716, 5.42687], [-11.76474, 0.41368, 3.93225], [-11.41362, 0.57688, 1.59179], [-9.17469, 0.28908, 0.64840], [-3.26740, -1.26150, -9.06677], [-2.39374, -0.23522, -9.27740], [-2.17740, 0.77018, -8.27886], [-2.90302, 0.72408, -7.07787], [-3.83631, -0.31621, -6.88029], [-4.05993, -1.25016, -7.90658], [-3.47963, -1.90742, -9.90591], [-1.86710, -0.28076, -10.21919], [-1.41012, 1.52342, -8.38043], [-2.53336, 1.32820, -6.26252], [-4.40296, -0.41492, -5.96620], [-4.78190, -2.04707, -7.80614], [3.97511, 8.18581, 0.96379], [3.05703, 7.36614, 1.53070], [2.13297, 6.66261, 0.77278], [2.24962, 6.64464, -0.57022], [3.22952, 7.44579, -1.19824], [4.01013, 8.23956, -0.38028], [4.69736, 8.83168, 1.44087], [2.94296, 7.46225, 2.60035], [1.34039, 6.08134, 1.22037], [1.52079, 6.08463, -1.13730], [3.37451, 7.45395, -2.26843], [4.79771, 8.82442, -0.83200]], "forces_ev_per_a": [[-0.6004, -0.2058, 0.3607], [0.3949, -1.0634, 1.4489], [0.2357, 1.3525, -2.1436], [0.0498, -0.2001, -2.1654], [1.3130, -3.2729, 0.6222], [1.0290, 3.2887, 3.4521], [-1.6593, -0.0221, -0.9547], [-0.3139, -0.3389, -0.5805], [-0.6123, 0.2104, 0.2309], [-0.1698, 0.1376, -0.0132], [0.3778, 0.0576, -0.3049], [-1.0990, 0.7869, 2.3785], [-2.2621, 0.1143, -0.5212], [2.4004, -2.0680, 0.2770], [3.0658, -1.2796, 0.2191], [-5.1691, 3.0519, -0.2463], [0.8291, 0.4327, -2.3274], [2.0965, -1.5001, 1.1181], [-0.4556, 0.2459, -0.9534], [0.9803, -0.2818, 0.3281], [0.0484, -0.5176, 0.2440], [-0.5066, 1.0599, -0.4643], [1.1691, 0.7873, 0.0761], [0.4186, -0.0688, 0.8243], [-0.4089, -0.6057, -1.0432], [1.7065, -0.1868, -0.0387], [-1.9290, 1.0179, 1.4999], [1.9149, 2.0791, 0.5169], [-2.0485, -3.8738, -0.6853], [-0.0886, 0.5889, -0.0314], [0.0147, 0.3077, -0.2820], [-0.3029, -0.2203, -0.5472], [-0.4596, 0.1774, -0.2838], [2.5038, -0.4525, 2.3698], [-0.3234, -1.2914, -1.2861], [-0.3429, 3.2421, -0.9885], [-1.4166, 0.1561, 0.8676], [-0.8426, -1.7321, 0.0278], [0.3571, 1.4660, -0.4716], [0.2935, -1.9005, -0.6684], [0.3778, 1.0324, -0.4839], [-0.0150, 0.1381, 1.0202], [-0.2484, -0.2378, -0.1838], [0.1982, 0.1295, -0.0473], [0.0954, -0.4718, 0.2345], [-0.3428, 0.2055, -0.3632], [-0.3083, -0.2902, 0.1151], [0.0016, 0.0189, -0.1702], [-0.3977, 0.7139, 1.2390], [-0.2191, 0.1326, 0.0664], [1.0750, -0.3927, -0.5827], [-1.3851, -0.1845, -0.1554], [-0.0002, 0.0956, -0.3492], [0.5600, -0.4515, 0.1236], [0.0517, 0.2939, -0.0162], [0.2716, 0.3322, 0.5403], [0.0902, -0.5676, -0.4717], [0.2683, -0.0753, -0.1910], [-0.3169, -0.4064, -0.5289], [0.0223, 0.5321, 0.3122], [-0.7387, 0.1935, -1.4502], [0.2291, -0.4845, 0.7655], [-1.0381, 0.8513, -0.2321], [0.3532, -0.3674, 0.8312], [-0.1715, -0.1128, 0.0769], [0.3810, 0.0691, -0.4565], [0.0785, -0.1133, 0.0610], [0.0129, 0.1941, 0.3672], [0.3281, -0.2813, 0.1285], [-0.0412, -0.1958, 0.3073], [0.1749, 0.2024, -0.3173], [0.4386, 0.0434, -0.0855], [-1.4366, 0.7438, 0.4626], [0.9163, 1.3036, 0.8015], [-0.6236, -1.2686, -0.2432], [0.7265, -1.3499, -0.6761], [0.0780, -0.0815, -1.0552], [0.6720, -0.0405, 0.2289], [0.0371, -0.4709, 0.2413], [0.3509, 0.5317, 0.0250], [0.0040, 0.0450, -0.2641], [-0.5443, 0.3631, 0.0976], [0.0346, 0.1519, 0.1159], [-0.1905, 0.0572, 0.2974], [0.5631, 0.5090, 0.2904], [-1.1137, 0.3827, 1.9156], [0.1685, -0.3841, 1.3051], [0.3475, 0.6690, -2.2029], [-0.7859, -0.4839, 0.6926], [1.1655, -0.1596, -2.7912], [-0.2320, -0.2006, 0.7923], [-0.0755, -0.5358, 0.2552], [0.0320, 0.0381, 0.3096], [0.1352, -0.1254, -0.2729], [-0.1495, 0.0005, -0.0435], [-0.0530, 0.2813, -0.2465]], "mulliken_charge": [-0.183, -0.384, -0.284, 1.036, -0.517, -0.486, -0.334, 0.280, 0.269, 0.321, 0.279, -0.092, -0.431, -0.299, 1.095, -0.547, -0.493, -0.356, 0.197, 0.310, 0.289, 0.320, -0.358, -0.204, -0.296, 1.093, -0.538, -0.485, -0.315, 0.270, 0.267, 0.299, 0.265, -0.588, 1.096, -0.599, -0.266, -0.323, -1.108, -0.844, 0.382, 0.356, 0.285, 0.287, 0.344, 0.362, 0.311, 0.306, -0.432, -0.297, -0.385, -0.414, -0.431, -0.264, 0.365, 0.386, 0.355, 0.360, 0.382, 0.378, -0.469, -0.259, -0.441, -0.285, -0.408, -0.275, 0.418, 0.343, 0.342, 0.350, 0.355, 0.331, -0.369, -0.280, -0.343, -0.425, -0.368, -0.383, 0.354, 0.341, 0.357, 0.387, 0.387, 0.347, -0.350, -0.348, -0.417, -0.283, -0.460, -0.274, 0.365, 0.337, 0.383, 0.376, 0.372, 0.303]}